Entry 1:
Density functional theory data (wB97M-V/def2-TZVPD) for C6H12N2 in the gas phase.

The geometry in XYZ format:
```
20
Properties=species:S:1:pos:R:3:mulliken_charge:R:1
H -0.39 -2.96 -0.15 0.23
N -0.57 -2.10 0.37 -0.70
N -1.04 -1.26 -0.47 -0.08
C -1.27 0.09 0.03 0.91
C -2.02 0.94 -1.04 -0.99
C -0.90 0.36 1.45 -0.99
C 0.18 0.67 0.45 -0.23
C 1.41 -0.17 0.49 -0.62
C 2.30 -0.20 -0.71 -1.24
H -1.75 0.69 -2.12 0.29
H -1.69 2.00 -0.89 0.29
H -3.20 0.99 -0.77 0.24
H -0.79 -0.45 2.07 0.35
H -1.27 1.16 2.02 0.35
H 0.37 1.73 0.21 0.41
H 1.94 0.28 1.32 0.40
H 1.15 -1.23 0.76 0.38
H 1.67 -0.17 -1.61 0.31
H 2.99 -1.06 -0.66 0.31
H 2.88 0.68 -0.73 0.36
```

Total charge: 0
Energy above the lowest of the compared OMol25 structures with the same formula, charge and spin: 74.52 kcal per mole
Electronic energy: -9393.6182 eV
LUMO level: 0.96 eV
E_HOMO: -9.01 eV



Entry 2:
Density functional theory data (wB97M-V/def2-TZVPD) for 2 unconnected molecules or ions with the total composition C6H12N2.

The geometry in XYZ format:
```
20
Properties=species:S:1:pos:R:3:mulliken_charge:R:1
C 1.72 0.60 -0.63 -0.20
C 0.61 0.58 0.22 -0.14
C 2.76 -0.28 -0.59 -0.27
C -0.44 1.59 0.19 -0.95
C 2.87 -1.45 0.33 -1.07
C -3.77 -0.44 -0.21 -0.84
N -1.57 -1.32 -0.19 -0.58
N -2.32 -0.42 -0.21 0.33
H 1.77 1.40 -1.35 0.27
H 0.56 -0.15 1.01 0.35
H 3.60 -0.12 -1.25 0.38
H -1.40 1.10 -0.15 0.28
H -0.22 2.41 -0.48 0.33
H -0.68 1.97 1.19 0.31
H 3.41 -1.18 1.24 0.24
H 3.42 -2.26 -0.15 0.33
H 1.88 -1.82 0.61 0.32
H -4.15 -1.45 -0.38 0.31
H -4.10 -0.08 0.77 0.30
H -4.13 0.25 -0.97 0.30
```

Total charge: 0
Energy above the lowest of the compared OMol25 structures with the same formula, charge and spin: 90.78 kcal per mole
Electronic energy: -9392.9131 eV
LUMO level (spin up / spin down): 0.28 / 0.62 eV
E_HOMO (spin up / spin down): -6.66 / -7.70 eV



Question: The highest electronic energy belongs to which entry?
Answer: number 2



Question: Look up the total charge of the first one.
Answer: 0



Copy entry 2 word for word.
Density functional theory data (wB97M-V/def2-TZVPD) for 2 unconnected molecules or ions with the total composition C6H12N2.

The geometry in XYZ format:
```
20
Properties=species:S:1:pos:R:3:mulliken_charge:R:1
C 1.72 0.60 -0.63 -0.20
C 0.61 0.58 0.22 -0.14
C 2.76 -0.28 -0.59 -0.27
C -0.44 1.59 0.19 -0.95
C 2.87 -1.45 0.33 -1.07
C -3.77 -0.44 -0.21 -0.84
N -1.57 -1.32 -0.19 -0.58
N -2.32 -0.42 -0.21 0.33
H 1.77 1.40 -1.35 0.27
H 0.56 -0.15 1.01 0.35
H 3.60 -0.12 -1.25 0.38
H -1.40 1.10 -0.15 0.28
H -0.22 2.41 -0.48 0.33
H -0.68 1.97 1.19 0.31
H 3.41 -1.18 1.24 0.24
H 3.42 -2.26 -0.15 0.33
H 1.88 -1.82 0.61 0.32
H -4.15 -1.45 -0.38 0.31
H -4.10 -0.08 0.77 0.30
H -4.13 0.25 -0.97 0.30
```

Total charge: 0
Energy above the lowest of the compared OMol25 structures with the same formula, charge and spin: 90.78 kcal per mole
Electronic energy: -9392.9131 eV
LUMO level (spin up / spin down): 0.28 / 0.62 eV
E_HOMO (spin up / spin down): -6.66 / -7.70 eV